Below is a cluster of 3 separate species, C7H12N2O in total, with properties calculated with ωB97M-V/def2-TZVPD.

Calculated values
* energy above the lowest of the compared OMol25 structures with the same formula, charge and spin: 104.56 kcal/mol
* DFT total energy: -458.5222 Eh
* E_LUMO: 0.0285 Ha

The geometry in XYZ format:
```
22
Properties=species:S:1:pos:R:3:forces:R:3
C 2.03718 -1.54700 -0.17778 0.19 0.05 0.13
C 0.75949 -1.20771 -0.93539 -0.13 -0.13 -0.16
C -0.10534 -0.08273 -0.32804 0.32 -0.39 1.00
N -1.29313 0.15318 -1.14813 0.24 0.26 -0.04
C -2.46005 0.37667 -0.29462 -0.31 0.12 0.04
C -2.02037 -0.19195 1.02239 0.34 -0.31 0.10
C -0.70807 -0.42227 1.02609 -0.45 -0.22 0.05
C 0.74385 1.16297 -0.20563 1.45 3.81 -3.03
N 1.13648 2.14018 -0.81603 -0.83 -2.02 0.96
H 2.50345 -2.43952 -0.61470 -0.11 0.22 0.09
H 2.77138 -0.73012 -0.23035 -0.22 -0.18 0.08
H 1.83797 -1.76681 0.88102 0.08 0.07 -0.27
H 1.00066 -0.91723 -1.96926 -0.10 -0.07 0.25
H 0.10379 -2.08837 -0.98764 0.11 0.24 -0.03
H -1.14452 0.87715 -1.84182 0.00 -0.10 0.11
H -2.72645 1.44444 -0.18451 0.06 -0.23 -0.02
H -3.34936 -0.13766 -0.69232 0.27 0.11 0.05
H -2.71153 -0.44003 1.82745 0.23 0.27 -0.15
H -0.12344 -0.82113 1.85495 -0.14 0.11 -0.30
O 1.44852 2.01575 1.45112 1.01 -0.57 -0.30
H 1.63327 2.81798 0.39067 -1.74 -2.39 1.05
H 0.66622 1.80421 1.97253 -0.29 1.33 0.37
```
Positions in Å, forces in eV/Å.

Atom-resolved charges from Mulliken, all expressed in e: atom 1 (C): -1.117, atom 2 (C): -0.942, atom 3 (C): 1.839, atom 4 (N): -0.517, atom 5 (C): -0.557, atom 6 (C): -0.461, atom 7 (C): -0.856, atom 8 (C): -0.128, atom 9 (N): -0.744, atom 10 (H): 0.381, atom 11 (H): 0.306, atom 12 (H): 0.286, atom 13 (H): 0.283, atom 14 (H): 0.353, atom 15 (H): 0.359, atom 16 (H): 0.243, atom 17 (H): 0.342, atom 18 (H): 0.449, atom 19 (H): 0.442, atom 20 (O): -0.790, atom 21 (H): 0.515, atom 22 (H): 0.314